ORCA calculation (ωB97M-V/def2-TZVPD) on a cluster of 4 separate species, C48H83F5IN2O14S2 in total in a non-equilibrium geometry.

Geometry as XYZ:
```
155
Properties=species:S:1:pos:R:3:forces:R:3:mulliken_charge:R:1
H 2.55137 -0.57177 -0.13331 -2.6 -0.2 -0.2 0.515
H -0.11602 8.18960 8.62861 -0.1 -0.1 -0.1 0.247
O -0.51573 -4.18865 -9.05578 0.3 -0.3 0.5 -0.284
H 4.53443 0.06193 -8.61476 0.0 -0.1 0.1 0.371
H -1.60007 -4.28310 -5.87217 0.2 -0.1 0.0 0.340
C -1.50584 4.34556 9.68995 0.0 0.0 -0.1 -0.283
H 6.86990 -3.84276 -8.00600 -0.1 0.3 0.1 0.111
H 1.13132 -4.26501 -10.25599 -0.1 -0.1 0.0 0.225
C 6.41653 -2.51091 -10.36138 0.2 0.0 -0.1 -0.209
O -1.14817 -0.44473 1.84237 -1.8 -1.3 0.0 0.458
H 0.36673 0.53320 6.88363 1.6 1.3 -2.0 0.240
H 1.14872 -2.72824 0.52343 -1.0 2.4 0.6 0.257
C 7.87890 -2.16641 -10.04384 -0.5 0.1 0.3 -0.529
C -3.46350 -1.56454 2.40742 0.9 -0.2 3.5 -0.928
C -4.38423 -1.92304 3.76542 -1.5 0.1 0.6 -0.995
O 0.89192 -2.08357 4.27492 -4.9 6.7 -0.1 -0.610
H -1.77836 -2.93898 -6.96250 0.1 -0.1 -0.3 0.078
C 0.92534 -2.49076 -7.09021 0.1 0.2 0.0 0.275
H -0.25733 -3.55512 -0.91957 -1.0 1.8 -1.2 0.148
N -2.95727 -2.96100 1.98174 0.0 -0.3 -0.5 0.700
H 3.02931 3.91405 1.20842 -2.0 0.9 -1.6 0.183
H -1.54347 4.08395 2.97202 -1.8 -1.4 0.4 0.393
H -0.33933 4.96610 12.86133 -0.1 0.0 0.0 0.334
O 5.18992 -1.68242 -7.78611 -0.4 -0.2 -0.4 -0.371
H 9.32897 -3.62094 -8.55281 0.0 0.1 0.0 0.398
H -1.16161 -5.77104 -1.13659 -0.5 1.0 -1.6 0.130
C -1.67163 5.31926 8.51511 0.0 0.2 0.6 -0.486
O -0.82646 -1.27997 -8.30177 -0.1 0.1 0.7 -0.292
O 8.07342 -1.94725 -8.64682 0.2 -0.6 -0.2 -0.281
H 3.13407 1.74974 -0.11868 -2.0 0.6 -0.9 0.321
C 4.11426 -0.83764 -8.15489 0.5 0.0 0.1 -0.841
C -0.31770 5.81093 12.16337 -0.1 0.2 -0.5 -0.538
I -6.44690 -5.98388 3.57636 0.3 1.0 0.7 0.059
C 1.36571 -0.58225 -0.27943 0.6 0.4 -0.6 -0.794
C -1.03869 -4.78469 -7.87006 0.0 0.5 -0.1 -0.678
C 0.77814 -1.63217 0.81790 0.9 -0.7 0.7 -0.652
H -0.89248 -3.24387 2.60186 -1.3 0.5 -2.1 0.263
H -3.21879 0.93985 4.39014 1.0 -0.3 -2.5 0.610
C 2.82629 3.13112 5.41082 -2.6 -4.0 -1.4 -0.550
H -1.17156 7.83982 7.24265 0.1 0.0 -0.2 0.293
H 9.06786 -2.73404 -7.04330 0.0 0.1 0.0 0.235
C 1.33724 5.73179 0.49871 -0.1 -6.0 -3.2 -0.612
H 3.45422 -1.30990 -8.88843 -0.1 0.0 0.0 0.385
C 2.15166 4.30880 0.54261 -3.4 1.9 -2.3 0.060
H -3.79585 -2.51961 4.58041 -0.3 1.3 -1.9 0.430
H -2.83783 -0.91454 -8.29150 0.1 0.0 -0.1 0.243
C -1.12066 -3.77470 -6.71721 -0.1 -0.1 0.0 -0.085
H 3.85083 -3.25321 -8.14389 0.1 0.1 -0.1 -0.009
H 3.58968 3.02873 3.12176 -1.8 -1.4 1.9 0.221
C -4.19262 0.42941 -0.01440 1.8 3.4 -4.7 0.578
H 1.21976 -3.06118 -7.97058 -0.2 0.1 -0.1 -0.314
H 1.06996 -0.56345 -8.05721 0.1 -0.1 0.2 0.396
H -1.00126 5.02226 7.69940 0.1 0.1 0.1 0.308
H 0.20725 6.76121 7.63923 0.0 0.0 -0.1 0.367
H -5.48556 -3.56746 2.43100 -0.3 1.4 1.8 0.245
H -0.08111 3.40763 -2.26580 1.6 1.2 2.3 0.303
H 1.13541 -5.46573 -8.95909 -0.1 -0.1 0.0 0.396
C 2.01958 1.14931 3.40646 -0.6 1.1 4.5 0.035
H -1.90778 -0.57725 5.21454 0.8 -0.7 -1.9 0.478
H 1.40211 5.08619 11.12820 -0.1 -0.2 0.1 0.425
H -4.85188 -4.36510 5.16743 -2.1 0.6 -0.9 0.362
H -0.44041 -5.64827 -7.55498 0.1 0.1 -0.1 0.356
O 5.95035 -3.77305 -9.87219 0.1 0.3 0.4 -0.484
H 5.58893 -4.98428 -8.29466 -0.1 0.1 -0.1 0.448
H 5.74386 -1.70999 -10.05617 0.2 0.1 0.2 -0.015
C 0.37625 5.36830 10.86702 0.1 0.1 0.2 -0.255
F -2.93627 1.15962 0.15356 -3.7 -2.6 -0.1 -0.119
N 1.60017 3.37808 -0.51584 -0.1 2.2 0.2 0.232
H 1.86153 2.81757 7.63900 -0.2 -1.2 -2.7 0.340
O 0.13043 -3.29523 -6.21238 -0.1 0.1 -0.3 -0.462
H -4.76100 -0.93163 4.31030 0.8 -2.2 -1.6 0.404
F -6.69741 1.11001 -0.48531 4.9 2.0 1.7 -0.190
C -0.58814 7.39128 8.04807 -0.2 0.2 0.3 -0.817
C 1.88016 2.39068 6.52610 0.5 -1.3 -4.1 -0.439
H -3.59043 5.90011 12.30634 0.1 0.1 0.0 0.237
H 0.25992 6.62404 12.62205 0.2 -0.2 0.0 0.388
C -2.74432 0.95645 3.29430 -0.5 0.8 -0.3 -0.597
H -2.45661 4.73182 13.00130 0.0 0.1 0.0 0.393
H -3.03119 -3.73286 -1.47667 1.8 0.7 -1.7 0.044
C 0.49877 -4.95132 -9.68493 -0.1 0.3 -0.2 -0.833
S -1.42972 -5.35568 -2.48051 -0.3 0.4 0.8 -0.180
C 0.87910 0.96835 -0.16210 0.5 0.7 -0.7 1.468
H -1.68072 -2.23841 4.36074 0.9 2.5 0.0 0.343
C -1.57898 2.10567 3.32389 -0.5 0.8 0.3 0.720
F -5.31030 2.61313 0.95593 -0.5 -3.9 -3.9 -0.170
O -5.51862 -1.90062 0.41516 4.7 3.1 2.5 -0.721
C 2.86955 2.49225 3.90158 -1.5 -1.2 2.1 -0.363
C 1.06529 0.41805 4.51589 1.6 3.6 1.5 0.625
H 0.47157 6.19554 10.16437 -0.2 0.1 0.1 0.080
H 0.10258 -0.56789 -6.56413 -0.1 0.0 0.0 0.297
H 1.36145 -1.39012 1.83076 -1.7 -0.6 -2.0 0.379
H 6.32642 -2.56958 -11.45163 0.1 -0.2 0.1 0.442
H 0.54158 1.31618 0.90782 0.9 -0.8 -2.0 -1.269
H 4.82662 -3.34632 -6.66568 0.0 -0.3 0.0 0.391
H 3.55173 -0.54838 -7.26597 -0.3 0.1 0.0 0.298
C -5.65396 -2.95741 3.41493 -0.5 -0.4 0.7 -0.289
H -2.21751 4.55761 10.48978 0.1 0.3 -0.1 0.048
O -1.62855 6.31554 11.90923 0.0 -0.7 0.2 -0.288
H -0.19930 -2.29113 -2.39471 -1.4 -1.2 2.1 0.163
C 1.02752 1.07381 6.05429 1.7 1.5 -1.6 -0.448
H -0.49797 6.25061 -1.07164 1.8 -2.0 0.6 0.290
C 4.84657 -3.06552 -7.72408 0.5 0.1 -0.2 -0.115
H 3.46423 4.08200 5.65753 -1.4 -2.1 -0.5 0.329
H 8.15024 -1.23591 -10.55934 -0.1 -0.1 -0.2 0.387
H 2.09210 0.68991 2.33293 0.0 1.2 2.3 0.257
O -2.29097 3.41645 3.15479 2.3 -0.5 -0.2 -0.621
C -2.19338 -0.56034 2.84001 0.4 1.4 2.0 -0.081
H -2.04805 -5.13910 -8.10470 -0.1 -0.1 0.2 0.405
C 0.48932 3.94139 -1.37835 1.8 4.3 4.5 -0.311
H 1.21488 -0.90481 -1.41429 0.2 0.4 2.6 0.043
H -2.01409 -0.42618 -6.80276 0.1 0.0 0.0 0.336
C -2.11960 -3.59126 -2.23150 0.6 0.0 1.7 -0.296
H -3.50031 -3.35942 1.17933 0.0 0.7 0.6 0.716
C -1.92332 -0.47296 -7.89424 0.3 0.0 -0.4 -0.819
O -5.81957 -0.09002 2.09241 5.4 -1.7 -2.6 -0.639
H 2.31517 1.74619 -1.85259 -0.3 0.4 2.5 0.264
F -4.91500 2.40393 -1.37905 -1.5 -2.6 4.3 -0.245
C 0.29265 5.45161 -0.73413 2.2 -2.6 1.0 -0.432
F -4.17225 -0.14238 -1.41574 0.1 1.4 4.8 -0.314
O -0.18140 4.21986 10.21916 -0.2 0.3 -0.1 -0.466
C -1.47137 -1.53475 -0.53970 -0.7 -1.0 0.6 0.672
H -0.02829 1.24603 -0.88659 1.9 -0.8 1.6 0.152
H -2.61348 6.36764 13.72343 -0.1 -0.2 0.0 0.299
C -1.45779 -1.06924 4.25705 -0.2 -1.8 0.3 -0.450
S -4.70581 -0.81790 1.23467 -9.7 -2.0 0.4 1.458
H -1.35637 -0.47639 -1.02348 -0.4 -2.1 1.1 0.049
C 0.32925 -1.12964 -7.47759 -0.1 -0.5 -0.3 -0.573
H -2.70120 5.25961 8.14646 0.0 -0.3 0.0 0.399
H -1.12836 2.13456 4.40295 -0.3 -0.3 -2.2 0.006
H -1.76941 3.34594 9.32429 0.2 0.1 -0.1 0.443
C -1.49808 -3.01080 1.59882 3.5 -0.4 1.5 -1.777
H -0.79893 2.06135 2.45603 -1.3 -0.5 1.8 -0.334
H -1.80412 0.53891 -8.30159 -0.2 0.0 0.2 0.320
H -3.05976 -3.67087 2.76963 -0.3 1.3 -1.0 0.592
H 0.04759 -5.66835 -10.37238 0.1 -0.2 0.0 0.286
H -1.34554 -3.95316 0.92557 -0.3 2.1 0.9 0.303
H 10.10855 -2.02313 -8.30533 0.1 -0.2 0.1 0.297
C 5.87829 -3.93835 -8.45181 0.0 -0.1 0.0 -0.390
O -1.44535 6.66971 8.91482 0.4 -0.5 -0.3 -0.296
C -5.85341 -4.10117 4.61796 0.2 0.9 -0.2 -0.912
C 2.13257 1.94052 -0.69283 -1.5 0.0 -0.3 -0.965
C 0.15762 -0.93322 4.30468 4.7 -4.6 -0.1 -0.135
H -2.47124 -3.10727 -3.23981 0.7 -1.3 2.0 0.377
H -6.72077 -3.80459 5.35704 2.0 -0.7 -1.5 0.452
H 1.85458 -2.29442 -6.54417 -0.2 0.0 0.1 0.377
C -5.35384 1.63410 -0.15286 -1.0 2.6 -1.9 0.468
H 1.50202 6.64641 1.20945 -0.4 -2.1 -1.8 0.308
H -6.67865 -2.38552 3.32888 2.3 -1.0 -0.1 0.361
C -0.86252 -2.75110 -1.51579 -0.9 0.4 -0.6 -0.752
C -0.87463 -1.60942 1.02157 1.3 -1.0 -2.8 0.541
H -3.58599 1.37909 2.60698 1.6 -0.8 1.1 0.004
H -2.60967 -1.87365 -0.40708 2.0 1.3 -0.6 -0.172
C 9.20790 -2.62153 -8.11887 -0.1 0.4 -0.1 -0.837
C -2.61751 5.79492 12.78748 0.2 0.4 0.0 -0.832
H 8.52298 -2.96987 -10.41931 0.0 0.0 0.1 0.342
```
Positions in Å, forces in eV/Å.

Summary:
E_tot: -126085.008 eV
lowest unoccupied orbital energy: -3.906 eV
multiplicity: 1
charge: +1